1.
C2H6N4O | wB97M-V/def2-TZVPD

The value obtained for the orbital gap is 10.33 eV. The relative energy (zero: lowest compared OMol25 entry of this formula, charge and spin) is 60.95 kcal per mole. The calculation puts the energy at -374.01324 Ha. The spin multiplicity is 1. The SMILES is [H]/N=C(/N)N(N)C=O.

```
13
Properties=species:S:1:pos:R:3:forces:R:3
C -0.881356 -1.111623 -0.546263 -4.6602 -4.0121 -3.5789
C 0.282057 0.935551 -0.055526 -1.8040 -1.2291 -1.3102
H 0.354723 -1.382561 2.097018 -0.2975 1.4967 -2.5759
H 1.065399 -1.829154 0.696247 -0.0784 0.5446 0.1696
H -1.583838 -0.479128 -1.224372 1.3344 -1.1610 0.6796
H -0.060402 2.429527 -1.280480 -1.1782 -0.1758 0.4310
H -1.613987 1.771136 -0.636875 1.0340 0.0523 -0.0201
H 1.968206 0.519320 0.746267 -0.9042 0.7454 -1.2962
N 0.688457 -0.971229 1.134681 1.3624 -4.0521 2.8013
N -0.192429 -0.439942 0.253758 2.7405 6.3117 4.1221
N -0.612628 1.686811 -0.831315 1.3466 -0.0571 0.0673
N 1.474138 1.214816 0.126307 1.4840 0.9074 1.2398
O -0.888340 -2.343523 -0.479447 -0.3794 0.6291 -0.7294
```
Positions in Å, forces in eV/Å.

---

2.
C47H51IrN2P2S3Se2 | wB97M-V/def2-TZVPD

The value obtained for the orbital gap (spin up / spin down) is 6.17 / 5.65 eV. The charge is +3. The relative energy (zero: lowest compared OMol25 entry of this formula, charge and spin) is 0.00 kcal per mole. The calculation puts the energy at -8714.66154 Ha. The spin multiplicity is 2. As for the expectation value of S²: 0.75.

```
108
Properties=species:S:1:pos:R:3:forces:R:3
Ir -0.016159 -0.721957 1.050801 0.0413 0.2986 0.3078
C 2.082542 -0.761757 3.607914 0.0113 -0.0107 0.0013
C 0.933618 -1.586081 4.158154 -0.0019 -0.0134 -0.0001
S -0.646153 -1.172248 3.348389 0.0125 -0.0803 -0.1129
C -1.380008 -2.822892 3.162218 -0.0118 -0.0009 0.0200
C -0.593547 -3.774049 2.284543 0.0067 -0.0060 -0.0332
S 0.016709 -3.022573 0.716716 0.0554 -0.1053 -0.0864
C 1.762686 -3.524238 0.750235 -0.0480 0.0099 -0.0181
C 2.626359 -2.752498 1.718011 -0.0097 0.0046 0.0302
S 2.216605 -0.970564 1.775960 -0.0546 -0.1012 -0.0537
H 3.026974 -1.158154 3.985227 0.0173 0.0346 0.0128
H 2.864531 1.206242 3.382249 0.0239 -0.0220 0.0074
H 0.810574 -1.398462 5.222269 0.0022 0.0082 0.0031
H 1.116491 -2.651177 4.036988 -0.0110 -0.0028 0.0092
H -2.376833 -2.632678 2.765263 -0.0013 -0.0009 0.0097
H -1.506139 -3.247675 4.159639 -0.0041 0.0012 -0.0027
H -1.219416 -4.616446 1.988411 0.0128 -0.0103 0.0195
H 0.276489 -4.181208 2.797287 0.0013 0.0156 0.0048
H 2.102493 -3.405398 -0.273706 0.0263 0.0015 -0.0243
H 1.764063 -4.592072 0.977138 -0.0025 0.0063 -0.0066
H 3.669306 -2.813240 1.408156 0.0042 0.0012 0.0088
H 2.555444 -3.138532 2.732803 0.0068 -0.0049 -0.0102
Se -1.996092 2.153466 3.215572 -0.0112 -0.0202 -0.0095
Se -2.516015 2.236739 0.971052 0.0315 -0.0160 0.1068
C -3.036331 0.397286 0.786617 -0.0461 0.0136 -0.1621
C -4.416102 0.222695 0.749607 0.0070 0.0149 -0.0370
C -4.974168 -1.012209 0.480248 -0.0110 0.0189 0.0021
C -4.104661 -2.047246 0.203272 0.0312 0.0017 -0.0165
C -2.749667 -1.810013 0.274526 0.0026 0.0382 0.0506
N -2.173798 -0.631343 0.604030 -0.0650 -0.0919 0.1429
C -0.072900 2.323760 2.898296 -0.0967 0.0758 0.2355
C 0.387289 3.725810 2.889445 -0.0248 -0.0219 -0.0598
C 1.438978 4.116706 2.167039 0.0361 -0.0229 0.0007
C 2.096009 3.190083 1.271911 -0.0007 0.0228 0.0357
C 1.646967 1.952515 1.072644 0.0125 0.0315 0.0513
N 0.565225 1.350607 1.819585 0.0648 -0.2352 -0.2088
H -5.045703 1.081966 0.930601 0.0012 0.0065 -0.0130
H -6.047220 -1.146140 0.457482 -0.0025 -0.0030 -0.0027
H -4.452037 -3.030464 -0.081456 -0.0029 -0.0111 0.0149
H -2.093846 -2.627008 0.032245 0.0151 -0.0228 -0.0257
H -0.188534 4.420006 3.487212 -0.0260 0.0027 -0.0234
H 1.762969 5.148245 2.188632 -0.0009 0.0058 -0.0035
H 2.912692 3.536878 0.653038 0.0062 -0.0062 -0.0027
H 2.035943 1.337010 0.281408 -0.0020 0.0099 -0.0120
C 0.746374 1.242395 6.091667 0.0047 -0.0086 -0.0075
C 2.118537 1.165995 5.410132 -0.0111 0.0040 0.0021
C 3.043447 0.211473 6.170143 -0.0020 0.0055 -0.0070
C 2.746755 2.564351 5.444575 -0.0072 0.0019 -0.0094
C 2.007897 0.753207 3.905216 -0.0748 -0.0242 0.0586
C 0.780496 1.231805 3.236894 0.1380 0.2070 -0.2155
H 0.880525 1.419028 7.158595 -0.0018 0.0134 0.0021
H 0.146529 0.336117 5.990049 0.0009 -0.0115 0.0140
H 0.157490 2.077324 5.704505 -0.0051 -0.0016 -0.0023
H 3.230060 0.613345 7.165465 -0.0019 -0.0016 0.0016
H 4.014965 0.114742 5.679154 0.0026 0.0008 -0.0005
H 2.621160 -0.786119 6.311290 0.0004 -0.0054 -0.0043
H 2.793579 2.925273 6.471798 0.0017 0.0017 0.0051
H 2.162063 3.281473 4.866805 0.0064 -0.0019 0.0105
H 3.764242 2.550690 5.048789 0.0027 0.0010 -0.0002
C -0.912782 -1.123556 -2.345372 -0.0318 -0.1314 -0.1694
P 0.413637 -0.435008 -1.318488 -0.1093 0.0633 0.0693
C 0.831092 1.185159 -1.991737 0.0778 -0.0341 -0.0554
C 1.698609 1.243028 -3.087087 0.0567 0.0072 0.0320
C 2.005403 2.466187 -3.660991 -0.0072 0.0087 0.0034
C 1.448600 3.631880 -3.152509 -0.0001 -0.0093 -0.0233
C 0.564257 3.573845 -2.084316 -0.0335 -0.0001 -0.0077
C 0.253109 2.354556 -1.508550 -0.0124 -0.0065 -0.0670
C 1.847925 -1.459980 -1.769161 -0.0004 -0.0282 0.0318
C 3.114647 -1.055458 -1.334137 0.0054 -0.0278 0.0088
C 4.234377 -1.823411 -1.610575 -0.0064 -0.0026 -0.0049
C 4.105993 -3.004514 -2.335424 -0.0009 0.0026 -0.0025
C 2.858392 -3.400288 -2.794401 0.0032 0.0044 -0.0057
C 1.732778 -2.632699 -2.514425 -0.0102 -0.0189 0.0379
P -2.617847 -0.383230 -2.663992 0.0625 0.1235 0.2560
C -2.326228 1.338600 -3.191863 -0.0299 -0.0435 -0.1098
C -1.638758 1.672752 -4.360021 0.0708 -0.0010 0.0413
C -1.595292 2.986839 -4.790922 0.0400 0.0216 0.0030
C -2.239896 3.984964 -4.064781 0.0072 -0.0141 0.0122
C -2.935267 3.664410 -2.910124 -0.0138 -0.0258 0.0063
C -2.985040 2.341371 -2.485497 -0.0662 -0.0202 -0.0433
C -2.973711 -1.169898 -4.274198 -0.1193 -0.0212 0.0460
C -4.040369 -0.604425 -4.979929 0.0230 0.0136 -0.0263
C -4.452010 -1.142264 -6.186233 0.0054 -0.0193 -0.0002
C -3.815778 -2.265493 -6.701869 -0.0061 0.0152 0.0007
C -2.774959 -2.847614 -5.999343 0.0030 -0.0059 0.0144
C -2.357920 -2.306313 -4.788115 0.0033 -0.0565 0.0269
H -1.108069 -2.121448 -1.935262 -0.0237 -0.0434 -0.1047
H -0.433552 -1.285534 -3.316203 0.0542 0.1463 -0.0047
H 2.145786 0.343951 -3.491749 -0.0144 0.0290 -0.0049
H 2.681502 2.507857 -4.504210 0.0007 -0.0005 -0.0018
H 1.696985 4.586091 -3.598310 -0.0025 0.0020 -0.0018
H 0.112503 4.479626 -1.701492 -0.0061 0.0048 -0.0048
H -0.438078 2.315624 -0.680079 -0.0060 0.0055 0.0276
H 3.241343 -0.110928 -0.817717 0.0058 0.0000 0.0088
H 5.211654 -1.489585 -1.286552 0.0014 0.0018 -0.0025
H 4.980958 -3.598402 -2.563362 0.0029 -0.0023 0.0028
H 2.757063 -4.303251 -3.381547 0.0017 -0.0025 -0.0011
H 0.774429 -2.970865 -2.883143 -0.0072 0.0057 -0.0097
H -1.169122 0.896395 -4.954929 -0.0097 0.0148 0.0078
H -1.078050 3.235473 -5.708651 0.0017 0.0055 0.0043
H -2.221996 5.007161 -4.419595 0.0015 0.0012 -0.0012
H -3.472090 4.430978 -2.366507 -0.0054 0.0072 0.0007
H -3.610670 2.071469 -1.639900 0.0208 0.0102 0.0175
H -4.544659 0.274281 -4.591706 0.0094 -0.0077 -0.0076
H -5.271795 -0.686969 -6.725142 -0.0008 0.0019 -0.0043
H -4.136941 -2.686673 -7.644608 -0.0014 0.0006 -0.0026
H -2.283959 -3.729288 -6.388859 0.0015 -0.0023 -0.0057
H -1.555937 -2.808154 -4.259172 0.0156 0.0339 0.0159
```
Positions in Å, forces in eV/Å.

---

3.
CH14O6 | wB97M-V/def2-TZVPD

The value obtained for the orbital gap (spin up / spin down) is 8.82 / 2.34 eV. The charge is +1. The relative energy (zero: lowest compared OMol25 entry of this formula, charge and spin) is 59.51 kcal per mole. The calculation puts the energy at -497.45834 Ha. The spin multiplicity is 2. As for the expectation value of S²: 0.75.

```
21
Properties=species:S:1:pos:R:3:forces:R:3
C 1.138525 0.207626 -1.334491 -2.2795 0.6864 4.3358
O 1.916461 1.009914 -0.326736 -1.4923 -1.4076 -2.3401
H 1.060061 -0.886327 -1.029283 -0.2031 1.6687 0.5263
H 1.641691 0.096917 -2.212120 2.2295 0.6697 -3.2787
H 0.152203 0.827575 -1.564588 1.6780 -1.1937 0.5002
H 1.887296 1.970191 -0.595210 0.1046 -0.3810 0.0532
H -0.036437 0.801534 2.666008 -0.9955 -0.4275 0.7881
H 0.393230 0.908626 1.392358 3.8814 1.4481 -2.9343
O -0.360801 0.626291 1.773190 -2.7908 -1.0633 2.3096
H -2.433566 -1.824652 -2.435686 0.6310 0.8755 0.2560
H -2.876835 -3.257631 -2.407401 -1.3731 2.3827 -0.3691
O -3.245376 -2.301051 -2.527166 0.6227 -3.3235 0.1538
H -1.097546 -0.908589 0.488437 -1.5830 -0.2496 -1.1409
H -2.516474 -1.507493 0.479765 1.0288 0.7148 -1.5647
O -1.840194 -1.124758 -0.165567 0.7008 -0.3596 2.6940
H -1.077537 1.376847 6.388587 -0.3085 -1.3089 -0.1360
H -1.192320 0.295430 7.423468 -0.0870 -0.3287 -0.2206
O -1.247881 0.401473 6.462190 0.4090 1.6635 0.3315
H 2.805248 1.768274 -4.248611 -0.2958 0.0407 -0.6014
H 3.411192 0.301104 -4.292344 0.0549 1.4189 0.1024
O 3.519061 1.218708 -3.934807 0.0679 -1.5258 0.5348
```
Positions in Å, forces in eV/Å.

---

Q: Look up the relative energy (zero: lowest compared OMol25 entry of this formula, charge and spin) of the third one.
A: 59.51 kcal per mole

---

Q: Which value of relative energy (zero: lowest compared OMol25 entry of this formula, charge and spin) does entry 1 give?
A: 60.95 kcal per mole

---

Q: What is the spin multiplicity in the first record?
A: 1